Computed, not measured: C25H64AlF3O27S9 as an isolated structure at a distorted geometry, with ωB97M-V with the def2-TZVPD basis set.

Output
M in g mol⁻¹: 1169.3
Total charge: +2
DFT total energy in eV: -194481.980
HOMO-LUMO gap in eV: 1.82

Each line ends with the Mulliken charge.
Positions of all 129 atoms, in Å:
Al: 2.40 4.38 0.85  1.129
C: -2.13 1.32 -0.06  0.104
F: -2.86 0.18 -0.01  0.058
F: -2.08 1.87 -1.28  -0.111
F: -2.70 2.19 0.78  -0.253
S: -0.33 0.96 0.61  0.805
O: -0.55 0.51 2.01  -0.407
O: 0.14 -0.11 -0.31  -0.084
O: 0.41 2.22 0.51  0.285
O: -1.78 5.40 4.06  -0.615
S: -1.35 5.65 2.68  0.913
O: -0.03 5.19 2.28  -0.461
O: -2.45 4.90 1.70  -0.118
C: -3.85 4.95 1.95  -0.318
C: -4.52 4.77 0.62  -0.850
C: -1.55 7.45 2.28  -1.097
H: -4.09 5.90 2.43  0.565
H: -4.19 4.14 2.59  0.159
H: -4.14 3.89 0.10  0.000
H: -4.27 5.55 -0.10  0.311
H: -5.60 4.73 0.76  0.386
H: -0.72 7.97 2.76  0.443
H: -2.51 7.77 2.69  0.375
H: -1.55 7.43 1.19  0.353
O: -5.25 -4.56 -4.50  -0.580
S: -4.11 -3.92 -5.17  1.172
O: -4.23 -3.29 -6.50  -0.580
O: -3.50 -2.90 -4.07  -0.152
C: -2.95 -1.69 -4.53  -0.502
C: -2.38 -0.78 -3.49  -0.051
C: -2.64 -5.06 -5.19  -0.651
H: -3.73 -1.14 -5.06  0.402
H: -2.14 -1.83 -5.23  0.411
H: -1.89 0.12 -3.87  0.253
H: -1.63 -1.24 -2.85  -0.050
H: -3.18 -0.58 -2.77  -0.215
H: -2.04 -4.80 -6.06  0.340
H: -3.04 -6.08 -5.28  0.412
H: -2.19 -4.94 -4.21  0.026
O: 3.43 1.64 0.93  -0.581
S: 4.02 0.29 0.90  0.940
O: 4.46 -0.23 -0.40  -0.533
O: 5.28 0.29 2.01  -0.279
C: 6.04 -0.90 2.11  0.244
C: 7.43 -0.46 2.63  -1.379
C: 2.92 -0.96 1.64  -0.788
H: 6.10 -1.44 1.16  -0.033
H: 5.64 -1.70 2.73  0.330
H: 7.94 0.24 1.97  0.328
H: 8.11 -1.31 2.74  0.414
H: 7.34 -0.03 3.63  0.335
H: 2.83 -0.75 2.71  0.652
H: 3.25 -1.98 1.49  0.492
H: 1.88 -0.83 1.35  -0.263
O: -5.26 2.03 -2.40  -0.577
S: -6.16 1.11 -1.71  1.216
O: -7.55 0.92 -2.19  -0.626
O: -5.36 -0.32 -1.55  -0.117
C: -5.93 -1.39 -0.85  -0.364
C: -5.35 -2.71 -1.29  -1.061
C: -6.07 1.56 0.06  -0.587
H: -7.01 -1.51 -0.87  0.397
H: -5.72 -1.28 0.21  0.343
H: -4.27 -2.63 -1.33  0.006
H: -5.74 -3.26 -2.16  0.387
H: -5.48 -3.37 -0.43  0.384
H: -6.60 0.83 0.68  0.387
H: -6.48 2.56 0.21  0.348
H: -5.00 1.55 0.27  -0.079
O: 5.10 -5.64 -2.19  -0.602
S: 5.54 -4.43 -2.91  1.209
O: 5.88 -4.58 -4.33  -0.569
O: 4.42 -3.20 -2.74  -0.278
C: 3.60 -3.18 -1.56  -0.012
C: 2.22 -2.46 -1.82  -0.329
C: 6.93 -3.70 -2.03  -0.512
H: 4.04 -2.55 -0.79  -0.338
H: 3.45 -4.15 -1.07  0.592
H: 1.45 -3.16 -2.15  0.248
H: 2.41 -1.67 -2.55  0.089
H: 1.94 -2.01 -0.87  -0.044
H: 7.60 -3.24 -2.76  0.338
H: 7.50 -4.49 -1.54  0.368
H: 6.54 -2.91 -1.38  -0.076
O: 0.95 -3.91 1.01  -0.478
S: -0.10 -4.74 0.43  1.205
O: 0.10 -6.15 -0.08  -0.648
O: -1.35 -4.89 1.50  -0.398
C: -1.54 -3.90 2.48  -0.609
C: -2.20 -2.58 1.94  -0.059
C: -0.90 -3.78 -0.79  -0.993
H: -0.57 -3.82 2.97  0.382
H: -2.21 -4.28 3.25  0.368
H: -2.95 -2.80 1.19  0.154
H: -1.41 -1.97 1.50  -0.471
H: -2.59 -1.97 2.76  0.585
H: -1.95 -4.06 -0.78  0.535
H: -0.49 -4.11 -1.75  0.512
H: -0.81 -2.71 -0.58  -0.018
O: 1.69 2.69 3.16  -0.444
S: 1.31 2.12 4.44  1.128
O: 1.57 0.74 4.79  -0.693
O: 1.97 3.05 5.67  -0.237
C: 1.79 2.65 7.00  -0.054
C: 2.33 3.85 7.85  -1.305
C: -0.42 2.41 4.85  -1.044
H: 2.45 1.82 7.26  0.242
H: 0.79 2.34 7.30  0.302
H: 3.40 4.05 7.81  0.317
H: 2.14 3.77 8.92  0.405
H: 1.81 4.76 7.58  0.323
H: -1.05 2.13 4.01  0.238
H: -0.50 3.45 5.18  0.427
H: -0.66 1.85 5.76  0.442
O: 1.74 3.20 -1.84  -0.586
S: 1.63 3.01 -3.29  0.938
O: 1.33 4.12 -4.20  -0.582
O: 2.93 2.13 -3.92  -0.388
C: 3.54 1.08 -3.15  0.876
C: 4.56 0.41 -3.96  -1.304
C: 0.34 1.73 -3.61  -0.930
H: 2.71 0.46 -2.80  -0.226
H: 3.90 1.57 -2.24  0.138
H: 4.05 -0.10 -4.77  0.386
H: 5.10 -0.32 -3.35  0.267
H: 5.25 1.14 -4.38  0.428
H: -0.58 2.31 -3.71  0.601
H: 0.24 1.06 -2.76  -0.065
H: 0.53 1.11 -4.49  0.510

=====

Computed, not measured: C25H64HfN4Na2O17S2 as an isolated structure at a distorted geometry, with ωB97M-V with the def2-TZVPD basis set.

Output
M in g mol⁻¹: 981.4
Total charge: +2
Energy above the lowest of the compared OMol25 structures with the same formula, charge and spin in eV: 1.079
DFT total energy in eV: -99525.868
HOMO-LUMO gap in eV: 5.84

Each line ends with the Mulliken charge.
Positions of all 115 atoms, in Å:
Hf: 0.92 0.24 -3.03  1.436
Na: -1.84 1.75 0.41  0.779
Na: -2.44 -1.44 0.07  0.793
S: 0.62 0.38 -0.03  1.569
O: 1.33 -0.52 -0.95  -0.387
O: 0.00 1.16 -1.13  -0.459
O: -0.50 -0.20 0.67  -0.094
O: 1.45 1.22 0.79  -0.902
S: -2.06 -0.21 -2.90  1.803
O: -2.74 0.46 -1.86  -0.669
O: -0.89 -0.93 -2.40  -0.728
O: -2.83 -0.99 -3.86  -0.732
O: -1.17 0.70 -3.62  -0.659
C: 2.99 -0.50 3.02  -0.273
O: 3.10 0.92 2.79  -0.586
H: 3.94 -0.76 3.47  0.364
H: 2.23 -0.72 3.78  0.178
H: 2.76 -1.08 2.13  -0.078
H: 2.55 1.08 2.02  0.430
C: -0.75 -3.78 1.18  -0.857
O: -1.34 -2.92 2.05  -0.301
C: -0.56 -2.59 3.20  -0.218
C: -1.55 -1.97 4.25  -0.513
N: -2.08 -3.02 5.10  -0.490
C: -3.43 -2.63 5.68  -0.647
C: -4.15 -3.81 6.36  -0.584
O: -4.64 -4.82 5.42  -0.314
C: -5.02 -5.98 6.17  -0.771
H: -0.04 -4.43 1.69  0.416
H: -0.14 -3.07 0.60  0.198
H: -1.29 -4.24 0.35  0.424
H: 0.30 -1.99 2.91  -0.199
H: -0.07 -3.45 3.65  0.607
H: -2.32 -1.51 3.63  0.277
H: -0.95 -1.20 4.73  0.234
H: -2.24 -3.88 4.60  0.326
H: -4.01 -2.15 4.89  0.374
H: -3.16 -1.88 6.42  0.342
H: -5.10 -3.49 6.77  0.456
H: -3.39 -4.17 7.06  0.342
H: -5.74 -5.75 6.96  0.307
H: -4.21 -6.61 6.55  0.312
H: -5.60 -6.65 5.54  0.266
C: -0.46 -0.33 -6.20  -0.824
O: 0.21 -0.91 -5.08  -0.243
C: 0.22 -2.32 -5.36  -0.732
C: 1.42 -2.76 -4.63  -0.949
N: 1.49 -2.26 -3.26  0.395
C: 0.74 -3.21 -2.38  -0.301
C: 1.05 -4.75 -2.56  -1.199
O: 2.49 -4.83 -2.30  -0.252
C: 2.89 -6.19 -2.29  -0.851
H: -1.45 -0.77 -6.35  0.343
H: 0.18 -0.44 -7.07  0.446
H: -0.43 0.75 -6.05  0.045
H: 0.24 -2.74 -6.37  0.605
H: -0.66 -2.68 -4.83  0.253
H: 2.28 -2.31 -5.13  0.435
H: 1.58 -3.81 -4.87  0.551
H: 2.48 -2.37 -3.10  0.199
H: -0.34 -3.16 -2.47  0.255
H: 0.97 -2.94 -1.35  -0.192
H: 0.63 -5.21 -3.46  0.484
H: 0.49 -5.26 -1.79  0.545
H: 2.22 -6.90 -1.82  0.357
H: 3.83 -6.17 -1.73  0.237
H: 3.09 -6.55 -3.30  0.312
C: -0.32 3.75 -4.12  -0.739
O: 0.50 3.09 -3.12  -0.062
C: 1.54 3.77 -2.53  -0.946
C: 2.50 3.00 -1.63  -0.592
N: 2.83 1.63 -2.09  -0.448
C: 3.98 1.32 -1.19  -0.318
C: 4.86 0.10 -1.79  -0.945
O: 4.22 -1.22 -1.87  -0.347
C: 4.16 -1.89 -0.71  -0.552
H: -0.67 2.89 -4.68  0.105
H: 0.22 4.37 -4.83  0.378
H: -1.11 4.38 -3.72  0.248
H: 1.28 4.69 -2.01  0.341
H: 2.09 3.96 -3.45  0.622
H: 1.95 3.09 -0.70  -0.100
H: 3.39 3.61 -1.53  0.871
H: 3.33 1.86 -2.93  0.420
H: 3.62 1.05 -0.20  -0.165
H: 4.64 2.18 -1.04  0.794
H: 5.81 -0.01 -1.27  0.445
H: 5.26 0.54 -2.71  0.456
H: 3.26 -2.52 -0.70  0.014
H: 4.04 -1.28 0.18  0.274
H: 5.11 -2.42 -0.67  0.364
C: -1.61 8.57 1.41  -0.754
O: -1.37 7.17 1.42  -0.264
C: -1.33 6.55 0.09  -0.933
C: -1.08 5.03 0.08  -0.184
N: -2.30 4.28 0.43  -0.106
C: -2.88 4.46 1.79  -0.907
C: -1.99 4.01 2.95  -0.642
O: -1.67 2.63 2.77  -0.245
C: -0.45 2.16 3.34  -0.306
H: -2.15 8.77 0.48  0.352
H: -0.66 9.11 1.45  0.245
H: -2.28 8.82 2.23  0.257
H: -0.58 7.07 -0.52  0.486
H: -2.29 6.64 -0.42  0.412
H: -0.10 4.81 0.52  0.260
H: -1.00 4.66 -0.95  -0.023
H: -2.92 4.69 -0.26  0.284
H: -3.76 3.82 1.84  0.423
H: -3.15 5.50 1.97  0.436
H: -2.60 4.09 3.85  0.385
H: -1.20 4.75 3.05  0.489
H: 0.29 2.23 2.54  0.114
H: -0.46 1.11 3.62  -0.088
H: -0.08 2.67 4.23  0.499

=====

Computed, not measured: a 7-piece molecular cluster, C25H66Cl2N10O6P2 overall at a distorted geometry, with ωB97M-V with the def2-TZVPD basis set.

Output
SMILES string: CN(C)P(=O)(N(C)C)N(C)C.CN(C)P(=O)(N(C)C)N(C)C.CN(C)C=O.CN(C)C=O.CN(C)C=O.CN(C)C=O.ClCCl
M in g mol⁻¹: 735.7
DFT total energy in eV: -97805.398
HOMO-LUMO gap in eV: 8.85

Each line ends with the Mulliken charge.
Positions of all 111 atoms, in Å:
C: 0.64 -2.59 -0.33  -0.057
Cl: 1.70 -1.21 -0.04  -0.094
Cl: 0.17 -2.52 -2.06  -0.085
H: 1.24 -3.50 -0.19  0.434
H: -0.24 -2.60 0.35  -0.193
C: 0.32 -6.64 -3.25  0.059
O: 0.80 -7.51 -2.55  -0.559
N: 1.09 -5.71 -3.96  0.207
C: 0.57 -4.68 -4.78  -0.787
C: 2.51 -6.05 -3.97  -0.950
H: -0.78 -6.36 -3.17  0.298
H: -0.29 -4.23 -4.32  0.272
H: 1.40 -3.93 -4.86  0.210
H: 0.36 -5.05 -5.81  0.308
H: 3.10 -5.16 -4.20  0.285
H: 2.88 -6.41 -3.02  0.328
H: 2.76 -6.89 -4.63  0.328
C: -3.25 -3.24 1.69  0.009
O: -2.47 -3.45 0.79  -0.555
N: -3.95 -2.07 1.91  0.236
C: -4.79 -1.81 3.05  -0.872
C: -3.57 -0.88 1.18  -0.149
H: -3.52 -4.01 2.44  0.254
H: -5.73 -1.35 2.74  0.285
H: -4.23 -1.14 3.69  0.311
H: -4.97 -2.71 3.68  0.331
H: -3.20 -0.16 1.96  -0.184
H: -2.76 -1.10 0.49  0.072
H: -4.42 -0.43 0.64  0.211
C: -2.06 2.50 -3.55  -0.042
O: -2.17 3.32 -2.68  -0.524
N: -2.03 1.17 -3.31  0.391
C: -1.97 0.18 -4.32  -0.863
C: -2.25 0.71 -1.95  -0.820
H: -1.95 2.78 -4.62  0.346
H: -2.96 -0.35 -4.45  0.286
H: -1.15 -0.56 -4.11  0.185
H: -1.64 0.65 -5.26  0.357
H: -3.05 -0.03 -1.93  0.511
H: -1.45 0.20 -1.45  0.210
H: -2.50 1.54 -1.31  -0.081
C: -0.11 -2.87 4.29  0.089
O: -0.52 -2.23 3.37  -0.567
N: 0.07 -4.21 4.35  0.224
C: 0.33 -4.92 5.56  -0.922
C: -0.20 -5.04 3.19  -0.794
H: 0.09 -2.46 5.29  0.223
H: -0.49 -5.63 5.80  0.318
H: 0.48 -4.30 6.44  0.315
H: 1.27 -5.48 5.51  0.341
H: -0.81 -4.54 2.46  0.161
H: 0.80 -5.31 2.75  0.254
H: -0.60 -5.97 3.60  0.317
O: 4.33 1.86 -0.33  -0.968
P: 4.25 2.06 -1.77  0.531
N: 4.98 3.54 -2.18  0.130
C: 6.04 3.96 -1.27  -0.999
C: 4.76 4.10 -3.58  -0.864
N: 2.74 2.26 -2.38  0.489
C: 1.69 2.67 -1.44  -1.389
C: 2.23 1.94 -3.80  -1.270
N: 4.89 0.83 -2.77  0.452
C: 6.29 0.84 -3.02  -1.028
C: 4.30 -0.55 -2.85  -0.776
H: 6.15 5.03 -1.21  0.361
H: 7.07 3.58 -1.49  0.283
H: 5.74 3.68 -0.28  0.298
H: 4.89 5.22 -3.48  0.335
H: 3.76 3.89 -3.96  0.242
H: 5.50 3.77 -4.26  0.295
H: 1.16 3.55 -1.61  0.451
H: 0.88 1.99 -1.52  0.334
H: 2.08 2.63 -0.41  0.391
H: 3.00 2.01 -4.52  0.511
H: 1.81 0.94 -3.88  0.197
H: 1.43 2.59 -4.06  0.451
H: 6.85 0.26 -2.27  0.339
H: 6.60 0.43 -3.96  0.321
H: 6.65 1.86 -2.92  0.248
H: 4.77 -1.12 -2.01  0.311
H: 4.52 -1.09 -3.78  0.293
H: 3.21 -0.54 -2.59  0.028
O: -0.67 4.03 3.67  -0.857
P: -1.89 3.24 3.22  0.243
N: -1.65 1.60 2.99  0.819
C: -1.24 0.88 4.25  -1.062
C: -0.83 1.31 1.81  -0.760
N: -2.50 3.94 1.82  0.157
C: -3.62 3.38 1.05  -0.542
C: -1.50 4.59 0.92  -0.927
N: -3.23 3.26 4.26  0.481
C: -4.04 2.12 4.60  -0.389
C: -3.51 4.44 5.07  -1.026
H: -2.10 0.69 4.89  0.262
H: -0.55 1.56 4.76  0.455
H: -0.75 -0.09 4.01  0.098
H: -1.21 1.73 0.86  -0.145
H: -0.74 0.22 1.72  0.156
H: 0.14 1.81 1.96  0.461
H: -3.31 2.57 0.35  -0.031
H: -4.36 2.96 1.74  0.260
H: -4.17 4.18 0.56  0.341
H: -1.90 5.55 0.68  0.375
H: -0.58 4.65 1.51  0.369
H: -1.41 4.00 -0.03  0.193
H: -3.78 1.34 3.90  -0.330
H: -3.89 1.59 5.57  0.263
H: -5.12 2.37 4.43  0.376
H: -4.56 4.42 5.35  0.334
H: -3.13 5.31 4.54  0.275
H: -2.98 4.42 6.05  0.285

=====

Computed, not measured: C25H66InN6O3P2 as an isolated structure at a distorted geometry, with ωB97M-V with the def2-TZVPD basis set.

Output
M in g mol⁻¹: 675.6
Total charge: -1
Energy above the lowest of the compared OMol25 structures with the same formula, charge and spin in eV: 2.361
DFT total energy in eV: -65823.848
HOMO-LUMO gap in eV: 5.33

Each line ends with the Mulliken charge.
Positions of all 103 atoms, in Å:
C: -1.34 0.25 1.75  -0.267
O: -0.94 -0.03 0.41  -0.483
C: 0.46 -0.30 0.36  1.256
C: 0.90 -0.63 -1.12  -0.547
C: 2.34 -0.05 -1.42  -0.554
C: 2.28 1.52 -1.52  0.437
C: 3.67 2.25 -1.56  -1.096
C: 4.68 1.79 -0.43  -0.944
C: 4.19 2.49 0.92  0.285
C: 4.50 1.53 2.13  -0.704
C: 3.79 1.91 3.48  -0.924
C: 2.27 2.31 3.34  0.151
C: 2.03 3.83 2.94  -0.760
C: 0.79 3.85 1.92  -0.640
In: 0.44 5.88 0.99  0.322
H: -1.10 1.32 1.96  0.090
H: -0.83 -0.41 2.50  0.105
H: -2.46 0.14 1.84  0.237
H: 0.70 -1.20 1.00  0.055
H: 1.09 0.55 0.74  -0.798
H: 0.17 -0.22 -1.87  -0.030
H: 0.91 -1.75 -1.20  0.321
H: 2.98 -0.42 -0.58  0.252
H: 2.68 -0.48 -2.41  0.287
H: 1.61 1.92 -0.71  -0.167
H: 1.74 1.75 -2.48  0.064
H: 3.46 3.34 -1.36  0.366
H: 4.11 2.22 -2.60  0.399
H: 4.74 0.68 -0.29  0.404
H: 5.71 2.15 -0.73  0.400
H: 3.11 2.73 0.78  -0.372
H: 4.76 3.45 0.97  0.460
H: 5.61 1.61 2.31  0.267
H: 4.29 0.47 1.81  0.350
H: 4.37 2.66 4.08  0.318
H: 3.80 0.97 4.12  0.313
H: 1.68 1.64 2.66  -0.344
H: 1.81 2.19 4.36  0.423
H: 2.88 4.29 2.39  0.260
H: 1.75 4.48 3.81  0.488
H: 0.92 3.05 1.13  0.017
H: -0.12 3.55 2.51  0.402
H: -0.87 5.83 -0.25  -0.346
H: 1.99 6.56 0.36  -0.372
H: -0.07 6.98 2.34  -0.354
O: -0.04 0.38 -4.43  -0.563
P: -0.68 0.51 -5.81  0.654
N: 0.56 1.55 -6.44  0.147
C: 0.42 2.67 -7.35  -0.793
C: 1.88 0.93 -6.56  -0.979
N: -2.02 1.45 -5.27  0.239
C: -2.40 2.75 -5.79  -1.196
C: -2.32 1.42 -3.84  -1.056
N: -1.47 0.39 -7.40  -0.124
C: -2.78 -0.32 -7.33  -1.085
C: -0.69 -0.39 -8.39  -1.072
H: 0.12 2.38 -8.37  0.297
H: 1.37 3.21 -7.45  0.376
H: -0.27 3.42 -6.99  0.187
H: 1.93 0.22 -7.39  0.234
H: 2.14 0.38 -5.65  0.139
H: 2.66 1.67 -6.70  0.442
H: -1.77 3.55 -5.40  0.310
H: -3.44 2.99 -5.52  0.398
H: -2.39 2.78 -6.88  0.368
H: -1.64 2.06 -3.27  0.338
H: -2.27 0.41 -3.44  0.285
H: -3.34 1.77 -3.65  0.308
H: -2.67 -1.33 -6.93  0.358
H: -3.23 -0.38 -8.32  0.409
H: -3.50 0.21 -6.71  0.314
H: -0.39 -1.36 -8.00  0.367
H: 0.21 0.14 -8.71  0.263
H: -1.27 -0.54 -9.31  0.390
O: -1.92 -6.16 3.97  -0.792
P: -2.42 -4.81 4.51  0.836
N: -0.92 -3.99 4.24  0.051
C: -0.29 -2.97 5.06  -0.698
C: -0.53 -3.85 2.84  -1.154
N: -2.54 -5.34 6.15  0.226
C: -1.89 -4.71 7.28  -1.240
C: -2.58 -6.78 6.39  -1.001
N: -3.23 -3.31 4.99  -0.086
C: -4.61 -3.55 5.50  -1.060
C: -3.42 -2.35 3.87  -0.824
H: -0.83 -2.02 5.08  0.253
H: 0.72 -2.75 4.70  0.391
H: -0.14 -3.29 6.09  0.161
H: -1.13 -3.10 2.31  0.332
H: -0.65 -4.79 2.30  0.337
H: 0.52 -3.57 2.73  0.416
H: -0.83 -4.97 7.35  0.322
H: -2.37 -5.03 8.22  0.424
H: -2.01 -3.62 7.27  0.360
H: -1.58 -7.23 6.31  0.302
H: -3.24 -7.28 5.68  0.314
H: -2.97 -7.00 7.38  0.309
H: -5.23 -4.05 4.76  0.365
H: -5.08 -2.60 5.78  0.396
H: -4.61 -4.16 6.40  0.332
H: -3.89 -2.83 3.01  0.378
H: -2.48 -1.91 3.54  -0.089
H: -4.03 -1.50 4.18  0.452